No. 1
# C3H11N3

One molecule with the formula C3H11N3 (the ωB97M-V functional and the def2-TZVPD basis, the Open Molecules 2025 dataset).

As for the molar mass: 89.1 g/mol. The value obtained for the HOMO-LUMO gap is 9.7 eV. Its energy relative to the best compared isomer or geometry (same formula, charge and spin) is 183.7 kJ/mol. For the total energy, the calculation gives -7758.1794 eV. As for the SMILES: NCCNCN. The net charge is 0.

Element x y z (Å)
N: -2.485 -0.305 0.622
C: -1.453 -1.418 0.657
C: -0.298 -0.917 -0.285
N: 0.488 0.171 0.180
C: 1.507 0.643 -0.712
N: 2.220 1.772 -0.309
H: -3.009 -0.144 -0.183
H: -2.856 -0.061 1.506
H: -0.994 -1.655 1.627
H: -1.980 -2.328 0.365
H: -0.606 -0.467 -1.187
H: 0.288 -1.798 -0.613
H: 0.942 -0.107 1.106
H: 2.227 -0.124 -1.025
H: 0.990 1.000 -1.587
H: 1.773 2.615 -0.677
H: 3.131 1.749 -0.739

No. 2
# C3H11N3

An isolated ion of composition C3H11N3 and charge +2 (the ωB97M-V functional and the def2-TZVPD basis, the Open Molecules 2025 dataset).

As for the molar mass: 89.1 g/mol. The value obtained for the HOMO-LUMO gap is 12.9 eV. Its energy relative to the best compared isomer or geometry (same formula, charge and spin) is 443.0 kJ/mol. For the total energy, the calculation gives -7736.4406 eV. As for the SMILES: C[NH2+][N@@+]1(C)CN1. The net charge is +2.

Element x y z (Å)
C: -1.855 -0.464 0.229
N: -0.673 -0.290 -0.788
N: 0.646 0.012 -0.242
C: 0.700 1.435 0.123
C: 1.378 -1.055 0.544
N: 1.625 -0.768 -0.792
H: -1.636 -1.128 1.080
H: -2.046 0.573 0.517
H: -2.690 -0.829 -0.316
H: -0.892 0.406 -1.603
H: -0.841 -1.281 -1.268
H: -0.330 1.632 0.316
H: 1.381 1.656 1.096
H: 1.205 1.975 -0.750
H: 0.849 -1.887 0.831
H: 2.005 -0.717 1.406
H: 2.553 -0.477 -1.071

No. 3
# C3H11N3O

One molecule with the formula C3H11N3O (the ωB97M-V functional and the def2-TZVPD basis, the Open Molecules 2025 dataset).

As for the molar mass: 105.1 g/mol. The value obtained for the HOMO-LUMO gap is 9.3 eV. Its energy relative to the best compared isomer or geometry (same formula, charge and spin) is 615.3 kJ/mol. For the total energy, the calculation gives -9801.6239 eV. As for the SMILES: CCNON(C)N. The net charge is 0.

Element x y z (Å)
C: -2.553 -0.411 0.576
C: -1.462 0.360 -0.131
N: -0.534 -0.876 -0.919
O: 0.686 -0.300 -1.257
N: 1.189 0.325 -0.010
C: 2.218 -0.544 0.535
N: 1.691 1.593 -0.235
H: -2.985 -1.181 -0.061
H: -3.362 0.263 0.866
H: -2.152 -0.887 1.471
H: -1.083 1.154 0.513
H: -1.821 0.868 -1.028
H: -0.604 -1.891 -0.883
H: 2.564 -0.132 1.481
H: 1.791 -1.533 0.675
H: 3.068 -0.627 -0.153
H: 2.423 1.610 -0.947
H: 0.927 2.208 -0.493

No. 4
# C3H11N3O

A 2-piece molecular cluster, C3H11N3O overall (the ωB97M-V functional and the def2-TZVPD basis, the Open Molecules 2025 dataset).

As for the molar mass: 105.1 g/mol. The value obtained for the HOMO-LUMO gap is 10.4 eV. Its energy relative to the best compared isomer or geometry (same formula, charge and spin) is 106.5 kJ/mol. For the total energy, the calculation gives -9806.8977 eV. As for the SMILES: NC=O.NCCN. The net charge is 0.

Element x y z (Å)
N: -0.244 1.220 -2.605
C: -0.360 2.379 -1.814
O: -0.277 3.482 -2.317
H: -0.541 0.389 -2.129
H: 0.288 1.172 -3.456
H: -0.699 2.198 -0.776
N: -0.541 0.553 2.066
C: 0.501 -0.363 1.578
C: -0.083 -1.256 0.456
N: 0.863 -2.221 -0.026
H: -0.122 1.179 2.753
H: -1.236 0.014 2.613
H: 0.982 -1.025 2.328
H: 1.276 0.213 1.020
H: -1.004 -1.724 0.849
H: -0.413 -0.588 -0.341
H: 1.106 -2.913 0.674
H: 0.504 -2.709 -0.872

No. 5
# C3H11N3O

A 2-piece molecular cluster, C3H11N3O overall (the ωB97M-V functional and the def2-TZVPD basis, the Open Molecules 2025 dataset).

As for the molar mass: 105.1 g/mol. The value obtained for the HOMO-LUMO gap is 4.2 eV. Its energy relative to the best compared isomer or geometry (same formula, charge and spin) is 916.0 kJ/mol. For the total energy, the calculation gives -9798.5080 eV. The net charge is 0.

Element x y z (Å)
C: -1.092 1.295 -1.276
C: 0.218 0.763 -0.781
N: 0.159 -0.659 -0.375
C: 1.271 -0.951 0.531
N: 0.735 -0.797 1.928
N: 2.320 -0.095 0.503
H: -1.202 2.295 -1.680
H: -1.402 0.601 -2.055
H: -1.793 1.146 -0.400
H: 0.409 1.179 0.152
H: 1.031 0.954 -1.513
H: -0.789 -0.960 0.048
H: 1.482 -0.596 2.591
H: 0.005 -1.431 2.238
H: 1.589 -1.984 0.246
H: -3.462 -0.415 0.124
H: 3.037 -0.185 -0.198
O: -2.514 -0.160 -0.082

No. 6
# C3H11N3O

A 2-piece molecular cluster, C3H11N3O overall (the ωB97M-V functional and the def2-TZVPD basis, the Open Molecules 2025 dataset).

As for the molar mass: 105.1 g/mol. The value obtained for the HOMO-LUMO gap is 8.0 eV. Its energy relative to the best compared isomer or geometry (same formula, charge and spin) is 502.7 kJ/mol. For the total energy, the calculation gives -9802.7915 eV. The net charge is 0.

Element x y z (Å)
C: -0.669 -0.285 -1.084
N: -1.882 0.465 -1.252
N: -0.858 -1.698 -1.094
H: -2.550 0.278 -0.510
H: -1.303 -2.014 -1.951
H: -1.712 1.463 -1.305
H: -1.415 -1.985 -0.297
H: 0.052 0.034 -1.842
H: 0.513 -0.346 -0.102
C: 2.340 0.751 0.789
C: 0.006 0.335 0.928
O: -0.991 -0.264 1.639
N: 1.264 -0.171 1.133
H: -0.547 -0.933 2.186
H: -0.197 1.388 0.701
H: 2.240 1.747 1.244
H: 2.416 0.900 -0.301
H: 3.292 0.336 1.120

No. 7
# C3H11N3O

A 3-piece molecular cluster, C3H11N3O overall (the ωB97M-V functional and the def2-TZVPD basis, the Open Molecules 2025 dataset).

As for the molar mass: 105.1 g/mol. The value obtained for the HOMO-LUMO gap (spin up / spin down) is 7.6 / 7.3 eV. Its energy relative to the best compared isomer or geometry (same formula, charge and spin) is 659.9 kJ/mol. For the total energy, the calculation gives -9801.1621 eV. The net charge is 0.

Element x y z (Å)
C: -0.549 -1.181 -1.224
N: -1.579 -0.495 -0.660
C: -1.671 1.938 0.509
O: -2.195 -1.349 0.261
N: -0.886 1.003 0.754
H: -2.828 -0.769 0.704
H: 0.548 -0.916 -0.322
H: -0.595 -2.267 -1.145
H: -0.273 -0.776 -2.195
H: -2.438 1.865 -0.288
H: -1.658 2.893 1.063
C: 2.454 0.245 0.035
N: 1.298 -0.467 0.599
H: 1.561 -1.204 1.246
H: 0.596 0.186 1.025
H: 3.070 0.701 0.812
H: 3.066 -0.438 -0.554
H: 2.079 1.032 -0.619

No. 8
# C3H11N3O

A 3-piece molecular cluster, C3H11N3O overall (the ωB97M-V functional and the def2-TZVPD basis, the Open Molecules 2025 dataset).

As for the molar mass: 105.1 g/mol. The value obtained for the HOMO-LUMO gap (spin up / spin down) is 7.0 / 7.0 eV. Its energy relative to the best compared isomer or geometry (same formula, charge and spin) is 551.7 kJ/mol. For the total energy, the calculation gives -9802.2838 eV. The net charge is 0.

Element x y z (Å)
C: 1.857 -1.395 1.187
N: 0.893 1.451 0.558
O: 1.591 -0.754 -0.014
H: 1.880 1.199 0.578
H: 0.756 1.669 -0.431
H: 2.642 -0.870 1.751
H: 2.222 -2.415 0.989
H: 0.977 -1.494 1.845
C: -1.338 0.181 -0.647
N: -0.683 -0.834 -1.219
N: -2.088 1.030 -1.431
C: -1.006 0.571 0.666
H: 0.369 -0.972 -0.762
H: -0.768 -0.938 -2.219
H: -2.383 0.708 -2.338
H: -2.680 1.694 -0.960
H: -1.573 1.377 1.114
H: -0.667 -0.208 1.332

No. 9
# C3H11N3O

One molecule with the formula C3H11N3O (the ωB97M-V functional and the def2-TZVPD basis, the Open Molecules 2025 dataset).

As for the molar mass: 105.1 g/mol. The value obtained for the HOMO-LUMO gap is 9.7 eV. Its energy relative to the best compared isomer or geometry (same formula, charge and spin) is 232.6 kJ/mol. For the total energy, the calculation gives -9805.5903 eV. As for the SMILES: CN(C)[C@H](O)NN. The net charge is 0.

Element x y z (Å)
C: -1.006 -1.751 -0.438
N: -0.698 -0.386 -0.832
C: 0.574 -0.274 -1.650
C: -0.732 0.564 0.251
O: -0.549 1.880 -0.221
N: 0.316 0.260 1.237
N: 0.858 1.437 1.911
H: -0.208 -2.222 0.149
H: -1.166 -2.370 -1.329
H: -1.933 -1.802 0.144
H: 1.515 -0.371 -1.101
H: 0.567 -1.071 -2.401
H: 0.561 0.674 -2.196
H: -1.706 0.539 0.755
H: -0.270 2.321 0.603
H: 0.996 -0.403 0.874
H: 1.204 1.179 2.841
H: 1.676 1.794 1.403

No. 10
# C3H11N3O2

C3H11N3O2 as an isolated structure (the ωB97M-V functional and the def2-TZVPD basis, the Open Molecules 2025 dataset).

As for the molar mass: 121.1 g/mol. The value obtained for the HOMO-LUMO gap is 8.8 eV. Its energy relative to the best compared isomer or geometry (same formula, charge and spin) is 402.4 kJ/mol. For the total energy, the calculation gives -11851.5664 eV. The net charge is 0.

Element x y z (Å)
C: 2.507 -0.254 -0.283
C: 1.902 0.953 -0.482
O: 1.294 -1.783 0.763
H: 1.286 -1.836 1.727
H: 2.557 -0.974 -1.087
H: 3.260 -0.377 0.483
H: 0.266 0.675 0.276
H: 2.225 1.817 0.086
H: 1.471 1.182 -1.449
C: -1.592 -0.221 0.015
N: -1.106 -1.425 0.023
N: -2.849 0.107 -0.400
O: -1.255 2.084 0.202
N: -0.807 0.771 0.522
H: -1.268 2.544 1.051
H: -1.709 -2.155 -0.329
H: 0.185 -1.647 0.432
H: -3.023 1.085 -0.573
H: -3.345 -0.548 -0.978

No. 11
# C3H11N3O2

C3H11N3O2 as an isolated structure (the ωB97M-V functional and the def2-TZVPD basis, the Open Molecules 2025 dataset).

As for the molar mass: 121.1 g/mol. The value obtained for the HOMO-LUMO gap is 9.0 eV. Its energy relative to the best compared isomer or geometry (same formula, charge and spin) is 274.4 kJ/mol. For the total energy, the calculation gives -11852.8935 eV. The net charge is 0.

Element x y z (Å)
C: -0.325 -1.666 0.091
C: 1.237 -0.776 -0.364
N: 2.216 -1.223 0.621
O: -1.442 -1.338 -0.527
H: -2.006 -0.284 -0.349
H: 3.165 -1.094 0.287
H: 2.118 -2.217 0.802
H: 0.006 -2.678 -0.170
H: -0.301 -1.548 1.184
H: 1.440 0.262 -0.646
H: 1.376 -1.242 -1.351
C: -1.376 1.617 0.085
N: -0.468 1.207 0.986
N: -1.005 2.600 -0.761
O: -2.421 0.945 -0.173
H: -1.667 2.912 -1.451
H: 0.489 0.780 0.626
H: -0.851 0.592 1.689
H: -0.185 3.152 -0.581

No. 12
# C3H11N3OP

C3H11N3OP as an isolated structure (the ωB97M-V functional and the def2-TZVPD basis, the Open Molecules 2025 dataset).

As for the molar mass: 136.1 g/mol. The value obtained for the HOMO-LUMO gap is 10.3 eV. Its energy relative to the best compared isomer or geometry (same formula, charge and spin) is 15.3 kJ/mol. For the total energy, the calculation gives -19089.3628 eV. The net charge is +1.

Element x y z (Å)
C: -0.517 -1.245 0.396
C: -0.737 0.926 1.538
C: 0.061 0.915 -1.131
N: -1.196 -1.912 1.336
N: -0.272 0.047 0.506
N: -0.049 -1.930 -0.650
O: 2.298 1.742 -2.406
P: 1.891 0.566 -1.392
H: -0.744 0.399 2.495
H: -0.040 1.758 1.629
H: -1.735 1.323 1.333
H: -0.631 0.429 -1.812
H: -0.221 1.938 -0.899
H: -1.697 -1.436 2.066
H: -1.313 -2.910 1.265
H: -0.138 -2.932 -0.676
H: 0.636 -1.509 -1.264
H: 2.160 2.665 -2.165
H: 2.245 1.165 -0.166

No. 13
# C3H11N3PS

A 2-piece molecular cluster, C3H11N3PS overall (the ωB97M-V functional and the def2-TZVPD basis, the Open Molecules 2025 dataset).

As for the molar mass: 152.2 g/mol. The value obtained for the HOMO-LUMO gap is 8.4 eV. Its energy relative to the best compared isomer or geometry (same formula, charge and spin) is 122.6 kJ/mol. For the total energy, the calculation gives -27876.9169 eV. The net charge is +1.

Element x y z (Å)
C: -2.063 -1.064 -0.009
C: 2.920 1.634 -1.152
C: 1.847 1.429 1.502
N: -2.809 -1.491 -1.053
N: -0.871 -1.510 0.202
N: -2.546 -0.074 0.757
P: 2.022 0.592 0.050
S: 1.993 -1.373 -0.143
H: 2.309 1.986 -1.970
H: 3.231 2.655 -0.866
H: 3.816 1.127 -1.582
H: -0.186 -1.269 0.906
H: 1.247 0.942 2.267
H: 1.871 2.506 1.732
H: -2.684 -2.420 -1.535
H: -3.723 -1.218 -1.259
H: -0.443 -2.287 -0.289
H: -3.554 0.075 0.626
H: -2.376 -0.239 1.817

No. 14
# C3H11N3Si

A 2-piece molecular cluster, C3H11N3Si overall (the ωB97M-V functional and the def2-TZVPD basis, the Open Molecules 2025 dataset).

As for the molar mass: 117.2 g/mol. The value obtained for the HOMO-LUMO gap is 9.2 eV. Its energy relative to the best compared isomer or geometry (same formula, charge and spin) is 225.9 kJ/mol. For the total energy, the calculation gives -15636.7556 eV. As for the SMILES: N=[Si](N)N.C=CC. The net charge is 0.

Element x y z (Å)
N: 0.352 1.767 2.833
Si: -0.929 1.293 1.907
N: -1.257 1.694 0.313
N: -2.143 0.261 2.554
H: 0.777 2.463 2.228
H: -0.603 1.287 -0.318
H: -1.685 2.608 0.086
H: -2.230 0.426 3.523
H: -2.686 -0.481 2.093
C: 0.997 0.596 -1.345
C: 0.405 -0.607 -1.625
C: 0.157 -1.695 -0.674
H: 0.798 1.371 -2.005
H: 1.482 0.704 -0.413
H: -0.192 -0.534 -2.457
H: 1.006 -1.901 0.041
H: -0.630 -1.326 0.059
H: 0.036 -2.718 -1.111

Number 1: maximum force 4.6 eV/A. Number 2: maximum force 4.4 eV/A. Number 3: maximum force 4.6 eV/A. Number 4: maximum force 2.6 eV/A. Number 5: maximum force 3.6 eV/A. Number 6: maximum force 1.7 eV/A. Number 7: maximum force 0.6 eV/A. Number 8: maximum force 2.0 eV/A. Number 9: maximum force 1.4 eV/A. Number 10: maximum force 2.2 eV/A. Number 11: maximum force 3.4 eV/A. Number 12: maximum force 4.4 eV/A. Number 13: maximum force 3.3 eV/A. Number 14: maximum force 4.1 eV/A.